1.
DFT (the ωB97M-V functional and the def2-TZVPD basis) results for a structure of composition C6H7O6Rh in a non-equilibrium geometry.

The geometry in XYZ format:
```
20
Properties=species:S:1:pos:R:3:nbo_charge:R:1
O -0.76 -0.44 1.35 -0.5742
O 1.51 -0.77 1.27 -0.4762
C 1.62 -2.06 0.69 -0.1111
C 1.24 -1.81 -0.76 -0.1067
O 0.26 -0.78 -0.65 -0.5933
C 0.37 -0.15 0.74 0.7261
H 2.66 -2.41 0.82 0.2442
H 0.94 -2.77 1.18 0.1931
H 0.80 -2.69 -1.25 0.2212
H 2.09 -1.44 -1.34 0.2232
Rh -1.73 -0.70 -0.29 1.5938
O -3.23 0.42 -1.02 -0.6548
O -1.68 1.68 -0.23 -0.5517
C -0.41 2.11 -0.13 0.1569
C 0.66 1.35 0.55 -0.5404
O -3.58 2.67 -0.85 -0.4763
C -2.95 1.64 -0.80 0.9676
H -0.26 2.95 -0.82 0.2105
H 1.60 1.44 -0.01 0.2728
H 0.85 1.78 1.54 0.2752
```

Values from the calculation:
Multiplicity = 6
E_tot = -794.29196 hartree
Total charge = +1
ΔE to the lowest compared entry with this formula, charge and spin = 0.0 kcal/mol

***

2.
DFT (the ωB97M-V functional and the def2-TZVPD basis) results for a structure of composition C11H20O2PdS6Se2Te2 in a non-equilibrium geometry.

The geometry in XYZ format:
```
44
Properties=species:S:1:pos:R:3:nbo_charge:R:1
Pd -0.77 -0.15 0.44 0.4511
Se 0.94 -3.24 2.15 -0.4979
Te -0.08 -1.18 2.66 0.5712
Te 1.38 1.04 1.52 0.7711
Se -0.72 2.20 1.74 -0.3780
C -3.42 2.22 -3.17 -0.6170
C -2.85 1.20 -4.14 -0.4112
C -2.34 -0.07 -3.48 -0.6035
S -0.84 0.01 -2.50 1.2446
O -1.08 1.03 -1.37 -0.9765
C 0.32 0.76 -3.68 -0.5950
C 0.47 2.28 -3.54 -0.4090
C 1.39 2.69 -2.40 -0.6061
H -3.77 3.11 -3.70 0.2118
H -2.68 2.53 -2.43 0.2278
H -4.27 1.80 -2.63 0.2135
H -2.05 1.65 -4.75 0.1988
H -3.62 0.90 -4.85 0.2173
H -2.12 -0.86 -4.21 0.2347
H -3.06 -0.48 -2.77 0.2668
H -0.05 0.48 -4.67 0.2328
H 1.27 0.25 -3.51 0.2387
H -0.51 2.73 -3.41 0.2163
H 0.87 2.65 -4.49 0.2132
H 1.00 2.36 -1.44 0.2259
H 1.50 3.78 -2.38 0.2135
H 2.38 2.25 -2.52 0.1988
C 2.52 -1.00 -0.41 -0.2616
O 1.43 -0.10 -0.47 -0.8627
H 2.18 -2.04 -0.36 0.1910
H 3.17 -0.85 0.46 0.1577
H 3.14 -0.86 -1.30 0.1770
C -0.41 -3.40 -1.35 -0.7335
S -2.21 -3.59 -1.50 0.2577
C -2.61 -3.56 0.20 -0.4369
C -2.91 -2.47 0.90 -0.3775
S -3.00 -0.83 0.32 -0.1590
S -3.17 -2.73 2.61 0.4523
C -2.86 -4.45 2.66 -0.5818
S -2.90 -5.33 4.03 -0.0259
S -2.54 -5.07 1.08 0.4808
H -0.02 -3.27 -2.36 0.2214
H 0.04 -4.29 -0.90 0.2271
H -0.17 -2.51 -0.74 0.2200
```

Values from the calculation:
E_tot = -8437.46204 hartree
ΔE to the lowest compared entry with this formula, charge and spin = 14.5 kcal/mol

***

3.
DFT (the ωB97M-V functional and the def2-TZVPD basis) results for an isolated molecule of C3H9NO2S in a non-equilibrium geometry.

The geometry in XYZ format:
```
16
Properties=species:S:1:pos:R:3:nbo_charge:R:1
C -1.30 -1.63 -0.48 -0.7517
S 0.50 -0.79 0.54 1.7274
N 0.29 -0.37 2.14 -1.1057
O 1.74 -1.45 0.39 -0.9396
C 0.92 0.93 -0.29 -0.5875
C -0.03 1.27 -1.43 -0.1115
O -1.40 1.24 -0.92 -0.7892
H -0.87 -2.72 -0.70 0.1807
H -1.94 -1.92 0.37 0.1529
H -0.16 0.53 2.30 0.4113
H 0.90 -0.69 2.89 0.4284
H 1.05 1.64 0.57 0.2230
H 1.89 0.85 -0.76 0.2404
H 0.03 2.40 -1.78 0.2215
H 0.03 0.40 -2.22 0.2039
H -1.65 0.31 -0.62 0.4957
```

Values from the calculation:
E_tot = -722.91387 hartree
ΔE to the lowest compared entry with this formula, charge and spin = 159.7 kcal/mol
Structure (SMILES) = C=[S@@](N)(=O)CCO

***

4.
DFT (the ωB97M-V functional and the def2-TZVPD basis) results for a structure of composition C18H23Br2NO2ReSSbSe4 in a non-equilibrium geometry.

The geometry in XYZ format:
```
53
Properties=species:S:1:pos:R:3:nbo_charge:R:1
Re 0.04 -0.60 -0.66 0.7050
Br -1.86 0.40 2.21 0.0884
C -0.91 1.69 3.26 -0.5399
Br -0.45 3.28 2.29 0.0376
H 0.00 1.23 3.59 0.2375
H -1.55 1.99 4.09 0.2217
Se 4.17 -3.52 0.77 -0.7161
Sb 3.43 -1.61 -0.46 1.0277
Se 1.27 -2.21 -1.85 -0.2496
Se 1.67 -0.30 1.01 -0.2741
Se 5.03 -0.26 -1.64 -0.7551
O 1.55 0.62 -1.61 -0.5295
N 1.27 1.59 -2.43 0.0352
C 2.27 2.03 -3.23 0.0313
C 2.05 3.09 -4.08 -0.2589
C 0.79 3.69 -4.10 -0.1804
C -0.20 3.22 -3.27 -0.2347
C 0.05 2.15 -2.41 0.0423
S -1.07 1.44 -1.30 -0.0644
H 3.19 1.48 -3.11 0.2802
H 2.85 3.43 -4.72 0.2301
H 0.59 4.52 -4.77 0.2182
H -1.19 3.65 -3.26 0.2308
C -4.07 -0.56 -1.53 -0.5937
C -3.52 -1.81 -2.22 -0.2288
C -2.37 -1.52 -3.18 -0.5779
C -3.25 -2.91 -1.20 -0.0505
C -4.10 -4.01 -1.26 -0.2036
C -4.00 -5.06 -0.36 -0.2473
C -3.03 -4.98 0.62 -0.1935
C -2.15 -3.89 0.73 -0.0446
C -1.23 -3.99 1.94 -0.2272
C 0.16 -3.38 1.83 -0.6150
C -1.96 -3.45 3.18 -0.5957
C -2.26 -2.85 -0.21 0.3102
O -1.47 -1.74 -0.16 -0.7705
H -4.33 0.22 -2.26 0.1995
H -3.35 -0.14 -0.83 0.2091
H -4.98 -0.81 -0.97 0.2038
H -4.33 -2.20 -2.84 0.1922
H -1.50 -1.07 -2.70 0.1872
H -2.70 -0.81 -3.96 0.1996
H -2.04 -2.44 -3.67 0.2133
H -4.85 -4.04 -2.03 0.1950
H -4.66 -5.92 -0.41 0.2030
H -2.93 -5.78 1.34 0.1982
H -1.09 -5.06 2.09 0.1936
H 0.13 -2.30 1.85 0.2119
H 0.69 -3.68 0.93 0.2335
H 0.76 -3.70 2.69 0.2087
H -2.12 -2.37 3.08 0.2063
H -1.36 -3.61 4.08 0.2008
H -2.93 -3.92 3.32 0.1992
```

Values from the calculation:
Multiplicity = 2
E_tot = -16375.52287 hartree
Total charge = -1
ΔE to the lowest compared entry with this formula, charge and spin = 40.8 kcal/mol

***

5.
DFT (the ωB97M-V functional and the def2-TZVPD basis) results for a structure of composition C21H21BiN3O2S4.

The geometry in XYZ format:
```
52
Properties=species:S:1:pos:R:3:nbo_charge:R:1
Bi 0.40 -0.37 -0.16 1.4048
S 0.19 -2.00 1.76 -0.2488
C 1.84 -2.56 2.06 -0.2018
C 1.94 -3.81 2.69 -0.2068
C 3.17 -4.38 2.97 -0.1696
C 4.34 -3.72 2.61 -0.2125
C 4.27 -2.48 2.02 -0.2206
C 3.03 -1.89 1.76 -0.1464
S 3.09 -0.28 0.98 0.2589
C 2.44 0.83 2.33 -0.5451
C 1.46 1.88 1.90 0.2064
C 1.77 3.23 1.88 -0.2283
C 0.77 4.15 1.62 -0.1241
C -0.52 3.70 1.38 -0.2277
C -0.76 2.34 1.36 0.2387
C -2.14 1.77 1.15 -0.5626
S -2.23 0.24 0.13 0.3324
C -2.20 0.78 -1.58 -0.1114
C -2.81 1.95 -2.00 -0.2491
C -2.77 2.31 -3.34 -0.2001
C -2.14 1.49 -4.26 -0.1914
C -1.55 0.30 -3.84 -0.2261
C -1.58 -0.08 -2.50 -0.2184
S -0.90 -1.65 -2.02 -0.2755
N 0.21 1.46 1.61 -0.5133
H 1.02 -4.32 2.95 0.2336
H 3.21 -5.35 3.45 0.2311
H 5.31 -4.17 2.80 0.2309
H 5.17 -1.94 1.76 0.2295
H 3.31 1.29 2.78 0.2454
H 1.97 0.16 3.05 0.2667
H 2.78 3.55 2.10 0.2355
H 0.99 5.21 1.62 0.2347
H -1.33 4.40 1.21 0.2319
H -2.82 2.50 0.74 0.2467
H -2.53 1.42 2.10 0.2681
H -3.32 2.59 -1.30 0.2167
H -3.26 3.22 -3.66 0.2276
H -2.11 1.76 -5.30 0.2299
H -1.07 -0.36 -4.55 0.2307
C 0.23 4.77 -2.39 -0.2536
O 0.96 3.74 -3.05 -0.5036
C 1.03 2.56 -2.43 0.8999
O 0.48 2.30 -1.37 -0.6940
N 1.79 1.71 -3.16 -0.4721
N 1.95 0.38 -2.78 -0.6410
H 0.03 5.52 -3.14 0.2099
H 0.82 5.19 -1.58 0.1867
H -0.70 4.37 -1.98 0.1981
H 2.13 2.03 -4.05 0.3989
H 2.94 0.16 -2.73 0.3726
H 1.51 -0.24 -3.45 0.3778
```

Values from the calculation:
E_tot = -2934.78602 hartree
Total charge = +1
ΔE to the lowest compared entry with this formula, charge and spin = 0.0 kcal/mol

***

6.
DFT (the ωB97M-V functional and the def2-TZVPD basis) results for the ion C7H14N3 with charge +1 in a non-equilibrium geometry.

The geometry in XYZ format:
```
24
Properties=species:S:1:pos:R:3:nbo_charge:R:1
C 0.20 -2.70 -0.19 -0.6522
C 0.65 -1.28 -0.16 0.4329
N 1.98 -0.91 -0.32 -0.2549
N 2.05 0.38 -0.22 -0.0810
C 3.25 1.19 -0.36 -0.4189
C 0.88 0.95 0.06 0.2029
N -0.12 -0.21 0.07 -0.3030
C -1.59 -0.07 0.22 -0.0493
C -2.09 0.65 -1.01 -0.6250
C -2.01 0.67 1.46 -0.6257
H 0.34 -2.95 0.83 0.2553
H -0.78 -2.84 -0.44 0.2388
H 0.94 -3.18 -0.88 0.2727
H 4.12 0.74 0.16 0.2582
H 3.65 1.32 -1.40 0.2616
H 2.88 2.10 0.17 0.2229
H 0.84 1.92 0.38 0.2371
H -2.07 -1.06 0.28 0.2374
H -1.83 0.24 -1.99 0.2344
H -1.69 1.69 -1.18 0.2205
H -3.17 0.71 -0.87 0.2384
H -1.52 0.31 2.34 0.2290
H -3.06 0.56 1.57 0.2441
H -1.86 1.75 1.48 0.2236
```

Values from the calculation:
E_tot = -439.10558 hartree
Total charge = +1
ΔE to the lowest compared entry with this formula, charge and spin = 51.8 kcal/mol
Structure (SMILES) = Cc1nn(C)c[n+]1C(C)C

***

7.
DFT (the ωB97M-V functional and the def2-TZVPD basis) results for an isolated molecule of C4H4N2O2 in a non-equilibrium geometry.

The geometry in XYZ format:
```
12
Properties=species:S:1:pos:R:3:nbo_charge:R:1
C -2.01 0.61 0.02 -0.4691
C -1.74 -0.69 -0.04 0.1083
O -0.49 -1.32 0.10 -0.4583
C 0.62 -0.61 0.00 0.7659
N 0.84 0.68 -0.03 -0.5610
C 2.23 0.70 0.02 0.1457
N 2.79 -0.47 -0.02 -0.1409
O 1.74 -1.32 -0.02 -0.2789
H -1.27 1.39 0.28 0.2538
H -3.03 0.90 -0.23 0.2195
H -2.47 -1.50 -0.15 0.2029
H 2.80 1.63 0.06 0.2121
```

Values from the calculation:
E_tot = -414.73761 hartree
ΔE to the lowest compared entry with this formula, charge and spin = 68.1 kcal/mol
Structure (SMILES) = C=COc1ncno1

***

8.
DFT (the ωB97M-V functional and the def2-TZVPD basis) results for the ion C9H16N3O3 with charge +1 in a non-equilibrium geometry.

The geometry in XYZ format:
```
31
Properties=species:S:1:pos:R:3:nbo_charge:R:1
C -3.94 -1.63 0.19 -0.6146
C -3.15 -0.33 0.25 -0.1728
C -4.03 0.89 0.02 0.4399
O -5.15 0.99 0.41 -0.4687
N -2.04 -0.36 -0.68 -0.5828
C -0.92 0.34 -0.48 0.6749
O -0.68 1.00 0.51 -0.6365
C 0.15 0.22 -1.61 -0.3361
N 1.42 0.40 -0.99 -0.1614
C 2.28 -0.47 -0.56 0.6843
O 2.17 -1.73 -0.88 -0.6061
C 3.28 0.14 0.36 -0.3063
C 2.98 -0.40 1.77 -0.6052
C 3.01 1.65 0.20 -0.2401
N 1.76 1.79 -0.54 -0.4015
H -4.30 -1.80 -0.82 0.2119
H -3.32 -2.47 0.51 0.2227
H -4.79 -1.55 0.85 0.2566
H -2.72 -0.19 1.26 0.2511
H -3.52 1.70 -0.53 0.1058
H -2.18 -0.86 -1.54 0.4118
H -0.01 1.02 -2.34 0.2678
H 0.12 -0.76 -2.09 0.2499
H 2.87 -2.29 -0.52 0.5302
H 4.31 -0.11 0.08 0.2562
H 1.96 -0.14 2.06 0.2309
H 3.65 0.05 2.49 0.2486
H 3.09 -1.48 1.82 0.2170
H 2.94 2.16 1.16 0.2334
H 3.80 2.13 -0.39 0.2235
H 0.96 2.09 0.02 0.4156
```

Values from the calculation:
E_tot = -742.27688 hartree
Total charge = +1
ΔE to the lowest compared entry with this formula, charge and spin = 0.0 kcal/mol
Structure (SMILES) = C[C@H](C=O)NC(=O)C[N+]1=C(O)[C@H](C)CN1